1.
C46H58FI2OP | the ωB97M-V functional and the def2-TZVPD basis

Its multiplicity is 1. The value obtained for the frontier orbital gap is 0.3261 hartree. The net charge is 0. The LUMO energy comes out at -0.005 Ha. The calculated total energy is -78895.322 eV. As for the largest force on an atom: 2.5 eV/A.

Cartesian coordinates (Å):
I  1.086  -3.485  -0.075
I  5.130  -2.326  -2.692
P  1.789  -2.662  -3.498
F  1.114  -6.750  -3.273
O  0.584  -3.014  -4.749
C  3.176  4.074  3.211
C  5.405  6.201  8.075
C  2.563  -1.823  4.934
C  2.463  -1.015  3.808
C  4.598  4.664  1.360
C  0.722  0.406  -6.286
C  3.954  0.581  4.821
C  0.364  1.581  -6.937
C  -0.995  0.318  -8.469
C  3.002  -5.261  -2.667
C  -1.746  -2.560  -3.937
C  -5.798  -0.534  1.792
C  4.059  -0.229  5.945
C  5.188  7.562  7.899
C  -5.868  0.699  1.155
C  4.783  7.194  5.554
C  3.160  0.186  3.751
C  -11.641  -0.152  0.123
C  -10.770  0.866  -0.244
C  -9.401  0.630  -0.277
C  -0.639  -0.856  -7.816
C  -3.754  -1.024  0.619
C  2.625  5.350  3.193
C  5.304  5.336  6.992
C  4.049  5.940  1.345
C  2.998  -1.975  -2.207
C  -8.903  -0.626  0.048
C  4.995  5.832  5.731
C  -2.690  -4.080  -2.093
C  -11.143  -1.407  0.452
C  -3.829  0.205  -0.024
C  3.901  -2.514  0.233
C  4.876  8.058  6.639
C  -9.775  -1.646  0.410
C  -0.491  1.537  -8.031
C  2.652  -2.135  -0.666
C  3.063  6.284  2.263
C  4.165  3.732  2.296
C  -2.210  -2.610  -2.436
C  0.224  -0.816  -6.726
C  2.571  -4.308  -3.818
C  -4.740  -1.395  1.525
C  -0.591  -3.592  -4.186
C  3.365  -1.432  6.000
C  2.019  -6.395  -2.282
C  -4.884  1.068  0.246
H  -3.058  -4.511  -3.046
H  -1.371  -2.352  -1.752
H  1.391  0.442  -5.434
H  -3.453  -4.110  -1.299
H  2.361  -1.143  -0.265
H  -1.297  -1.556  -4.115
H  -1.034  -1.806  -8.158
H  3.928  -5.771  -3.018
H  -1.778  -4.648  -1.811
H  4.388  6.668  0.618
H  -0.309  -4.184  -3.290
H  4.598  2.739  2.312
H  -11.157  1.844  -0.503
H  2.018  -2.757  4.981
H  3.487  -2.590  1.267
H  -12.708  0.032  0.153
H  2.626  -7.305  -2.080
H  4.494  1.521  4.778
H  1.853  5.616  3.906
H  4.650  -1.707  0.268
H  2.836  3.346  3.938
H  1.842  -1.321  2.975
H  4.545  7.580  4.571
H  4.305  -3.512  0.002
H  1.886  -4.884  -4.471
H  -4.684  -2.355  2.024
H  1.441  -6.226  -1.356
H  -6.689  1.373  1.368
H  -2.928  -1.694  0.413
H  3.348  -4.721  -1.761
H  -0.973  -4.322  -4.936
H  5.262  8.237  8.743
H  5.652  5.815  9.057
H  -0.767  2.452  -8.541
H  2.974  -0.872  -2.367
H  -9.388  -2.626  0.661
H  -4.941  2.028  -0.254
H  4.681  0.076  6.777
H  -8.720  1.425  -0.558
H  2.195  -1.591  -4.367
H  -11.823  -2.200  0.741
H  3.452  -4.155  -4.478
H  0.752  2.532  -6.591
H  -3.063  0.492  -0.735
H  5.364  4.396  0.643
H  -2.604  -2.679  -4.621
H  -3.022  -1.890  -2.223
H  3.082  0.815  2.871
H  4.705  9.119  6.501
H  5.468  4.274  7.131
H  0.664  -2.306  -2.694
H  3.448  -2.065  6.875
H  2.637  7.280  2.253
H  -7.837  -0.810  0.020
H  4.920  5.159  4.888
H  -1.664  0.284  -9.321
H  -6.569  -0.825  2.496
H  0.507  -1.738  -6.217

Atoms 1-2, force components in eV/Å:
-0.138 0.082 -0.100
-0.674 0.097 -0.090

Mulliken atomic charge list, values in e, 99 entries:
1 I 0.010
2 I 0.011
3 P 0.649
4 F -0.309
5 O -0.555
6 C -0.371
7 C -0.379
8 C -0.520
9 C -0.512
10 C -0.634
11 C -0.324
12 C -0.077
13 C -0.500
14 C -0.386
15 C 0.150
16 C -0.704
17 C -0.472
18 C -0.568
19 C -0.419
20 C -0.443
21 C -0.394
22 C -0.264
23 C -0.388
24 C -0.377
25 C -0.461
26 C -0.588
27 C -0.277
28 C -0.373
29 C -0.543
30 C -0.365
31 C -1.117
32 C -0.271
33 C -0.042
34 C -1.149
35 C -0.347
36 C -0.489
37 C -1.552
38 C -0.417
39 C -0.532
40 C -0.414
41 C -0.165
42 C -0.521
43 C 0.070
44 C 0.081
45 C 0.124
46 C -1.118
47 C -0.523
48 C -0.272
49 C -0.346
50 C -0.364
51 C -0.400
52 H 0.301
53 H 0.009
54 H 0.332
55 H 0.362
56 H 0.616
57 H 0.235
58 H 0.380
59 H 0.417
60 H 0.235
61 H 0.386
62 H 0.139
63 H 0.336
64 H 0.361
65 H 0.373
66 H 0.320
67 H 0.354
68 H 0.312
69 H 0.385
70 H 0.369
71 H 0.432
72 H 0.288
73 H 0.516
74 H 0.359
75 H 0.407
76 H 0.625
77 H 0.387
78 H 0.144
79 H 0.529
80 H 0.480
81 H -0.348
82 H 0.423
83 H 0.354
84 H 0.361
85 H 0.362
86 H 0.882
87 H 0.367
88 H 0.386
89 H 0.372
90 H 0.389
91 H -0.202
92 H 0.359
93 H 0.559
94 H 0.363
95 H 0.409
96 H 0.375
97 H 0.393
98 H 0.258
99 H 0.276



2.
C46H58N3O3SSbSeSi2Sn | the ωB97M-V functional and the def2-TZVPD basis

Its multiplicity is 1. The value obtained for the frontier orbital gap is 0.2122 hartree. The relative energy (zero: lowest compared OMol25 entry of this formula, charge and spin) is 32.7 kcal/mol. The net charge is -2. The LUMO energy comes out at 0.146 Ha. The calculated total energy is -163563.342 eV. As for the largest force on an atom: 3.2 eV/A.

Cartesian coordinates (Å):
Sb  -3.112  -1.308  0.553
Sn  -1.257  2.182  -1.891
Se  -3.314  3.547  -1.450
S  2.905  3.654  4.946
Si  1.227  4.487  -1.534
Si  0.348  3.507  -4.514
O  0.995  -1.474  0.339
O  7.057  -3.512  1.611
O  2.282  -3.227  2.194
N  1.647  1.497  3.674
N  3.765  1.276  4.006
N  0.219  2.983  2.594
C  -1.473  -1.279  -4.176
C  -2.625  -1.471  -1.591
C  -1.232  -3.346  2.165
C  -4.448  0.234  -2.305
C  -2.030  1.885  3.677
C  -0.068  3.875  -2.723
C  -1.236  -5.700  1.656
C  2.106  2.663  -4.593
C  -5.117  -2.288  0.385
C  -0.881  -2.000  -3.176
C  5.792  -3.009  1.281
C  2.085  0.329  3.044
C  -0.748  -4.623  2.433
C  -5.493  -1.831  2.798
C  2.105  -1.404  -0.196
C  4.583  -3.382  1.917
C  2.188  -0.696  -1.569
C  -2.194  -3.149  1.097
C  -3.243  -0.642  -2.529
C  4.573  -1.644  -0.211
C  -2.143  2.928  2.761
C  5.152  1.565  4.285
C  2.982  5.030  -2.186
C  7.134  -4.576  2.563
C  3.388  0.202  3.250
C  3.300  -2.866  1.575
C  -6.896  -3.257  -0.920
C  -0.809  1.341  4.023
C  1.632  3.129  -0.325
C  -5.950  -2.323  1.510
C  5.819  -2.118  0.206
C  2.715  2.120  4.246
C  0.534  6.062  -0.799
C  -2.105  -5.502  0.644
C  -0.909  2.448  -5.401
C  -7.745  -3.290  0.175
C  -1.451  -2.094  -1.909
C  -2.679  -0.670  -3.838
C  3.317  -1.949  0.404
C  -2.616  -4.236  0.376
C  -7.218  -2.851  1.334
C  0.297  5.192  -5.440
C  -5.630  -2.685  -0.846
C  0.294  1.962  3.424
C  -1.012  3.352  2.126
C  -0.780  -2.185  3.025
H  1.049  5.890  -5.136
H  2.383  3.412  0.427
H  -1.038  -2.793  -1.185
H  2.253  2.198  -5.544
H  -1.046  -1.171  -5.128
H  -8.744  -3.740  0.039
H  5.679  0.612  4.315
H  2.000  2.243  -0.900
H  -3.080  0.054  -4.552
H  8.172  -4.788  2.444
H  -4.252  1.229  -1.960
H  0.780  6.941  -1.448
H  -1.428  -1.953  3.882
H  0.546  5.140  -6.534
H  6.792  -1.873  -0.212
H  0.050  -4.677  3.164
H  -0.609  5.795  -5.378
H  -1.933  2.683  -5.090
H  2.566  -1.416  -2.254
H  1.170  -0.349  -1.920
H  -0.714  0.537  4.692
H  -1.117  4.085  1.374
H  -4.927  -2.671  -1.681
H  -5.138  0.261  -3.189
H  -3.227  -4.097  -0.504
H  -0.676  1.432  -5.031
H  -7.894  -2.795  2.197
H  0.106  -2.347  -3.429
H  2.848  0.164  -1.514
H  -5.125  -0.153  -1.543
H  5.282  1.962  5.269
H  -0.522  6.079  -0.566
H  -0.985  4.437  -2.674
H  -2.957  1.558  4.130
H  -6.167  -2.109  3.609
H  3.687  4.278  -2.503
H  -5.319  -0.758  2.725
H  2.081  1.900  -3.785
H  4.541  -0.906  -1.021
H  7.010  -4.182  3.557
H  -4.528  -2.229  3.042
H  6.456  -5.409  2.364
H  3.476  5.538  -1.323
H  2.999  5.694  -3.021
H  4.026  -0.620  3.079
H  -3.118  3.372  2.570
H  4.581  -4.069  2.738
H  5.642  2.210  3.580
H  1.349  -0.315  2.568
H  0.990  6.119  0.166
H  -0.882  2.468  -6.483
H  -2.379  -6.319  -0.030
H  -0.769  -6.676  1.887
H  0.727  2.900  0.178
H  -0.721  -1.265  2.404
H  2.907  3.395  -4.368
H  -7.214  -3.495  -1.913
H  0.332  -2.275  3.243

Atoms 1-2, force components in eV/Å:
-0.536 -0.013 -0.822
-0.554 -0.298 0.488

Mulliken atomic charge list, values in e, 99 entries:
1 Sb 1.101
2 Sn 0.483
3 Se -1.062
4 S -0.459
5 Si 0.388
6 Si 0.187
7 O -0.116
8 O -0.433
9 O -0.647
10 N 0.530
11 N 0.183
12 N -0.232
13 C -0.827
14 C 0.162
15 C 0.627
16 C -0.546
17 C -0.269
18 C -0.575
19 C -0.602
20 C -0.714
21 C 0.623
22 C -0.745
23 C 0.986
24 C -0.288
25 C -0.524
26 C -1.593
27 C 0.407
28 C -0.400
29 C -1.211
30 C 0.232
31 C 1.021
32 C -0.511
33 C -0.621
34 C -1.074
35 C -1.419
36 C -0.874
37 C -0.341
38 C -0.412
39 C -0.787
40 C -0.537
41 C 0.363
42 C 0.570
43 C -1.205
44 C -0.007
45 C -1.246
46 C -0.896
47 C -0.869
48 C -0.859
49 C -0.033
50 C -0.723
51 C 1.039
52 C -0.101
53 C -0.449
54 C -1.270
55 C -0.147
56 C -0.389
57 C -0.216
58 C -0.974
59 H 0.353
60 H 0.534
61 H 0.073
62 H 0.474
63 H 0.567
64 H 0.333
65 H 0.341
66 H -0.403
67 H 0.196
68 H 0.297
69 H -0.397
70 H 0.235
71 H 0.518
72 H 0.315
73 H 0.390
74 H 0.381
75 H 0.364
76 H 0.322
77 H 0.732
78 H -0.483
79 H 0.567
80 H 0.408
81 H 0.237
82 H 0.373
83 H 0.405
84 H -0.071
85 H 0.252
86 H 0.338
87 H 0.448
88 H 0.090
89 H 0.398
90 H 0.360
91 H 0.663
92 H 0.382
93 H 0.427
94 H 0.428
95 H 0.319
96 H -0.030
97 H 0.296
98 H 0.317
99 H 0.256